1.
A molecular structure, C10H10N3ORuSTe4, computed with ωB97M-V/def2-TZVPD.

XYZ file:
```
30
Properties=species:S:1:pos:R:3:forces:R:3:mulliken_spin:R:1
Ru -1.0750 0.0833 0.5393 0.782 -0.324 1.035 1.40
O -0.8050 -0.0595 2.5523 -0.848 0.114 -0.222 0.07
N 0.4259 -0.0552 3.0712 0.842 -0.010 -0.267 0.00
C 0.5153 -0.0998 4.4163 0.003 0.016 0.300 0.02
C 1.7331 -0.0989 5.0358 -0.051 -0.020 0.022 -0.01
C 2.8945 -0.0449 4.2596 -0.071 0.027 -0.163 0.01
C 2.7844 -0.0120 2.8916 -0.038 -0.028 0.227 -0.05
C 1.5252 -0.0293 2.2758 -0.206 -0.068 -0.083 0.00
S 1.3589 -0.0429 0.5684 -0.445 0.220 -0.196 0.11
H -0.4286 -0.1317 4.9402 -0.025 0.006 -0.105 0.00
H 1.7762 -0.1439 6.1127 -0.025 0.029 0.027 0.00
H 3.8661 -0.0249 4.7312 0.031 -0.026 0.002 0.00
H 3.6492 0.0213 2.2467 0.045 0.006 0.004 0.00
Te -1.0378 -2.8991 0.9711 -0.432 0.128 -0.149 0.93
Te -3.2651 -1.4289 0.7608 0.318 -1.473 -0.138 0.29
Te -3.3312 1.3837 1.0214 0.391 1.298 -0.001 0.35
Te -1.0599 2.7976 0.8558 -0.204 0.222 -0.022 0.90
N -0.3985 0.0296 -5.6648 0.007 0.052 -0.209 0.00
C -0.6142 0.0483 -4.3417 -0.076 -0.004 0.392 0.00
C -1.3261 1.0906 -3.7194 0.083 -0.126 -0.124 0.00
C -1.5292 1.0680 -2.3660 -0.207 0.031 0.009 0.00
N -1.0763 0.0927 -1.5599 0.088 -0.126 -0.126 -0.01
C -0.3843 -0.9020 -2.1513 0.038 -0.055 -0.094 -0.02
C -0.1419 -0.9717 -3.4959 -0.060 0.098 -0.081 0.00
H -0.7568 0.7617 -6.2512 0.032 -0.033 -0.037 0.00
H 0.1015 -0.7236 -6.1012 -0.006 0.014 -0.005 0.00
H -1.7176 1.9128 -4.2999 -0.038 0.044 -0.020 0.00
H -2.0950 1.8684 -1.9061 0.068 -0.077 0.055 -0.01
H -0.0050 -1.6818 -1.5024 -0.013 0.092 -0.016 0.02
H 0.4173 -1.8078 -3.8903 0.017 -0.025 -0.015 0.00
```
Forces are in eV/Å.

Output
- HOMO level (spin up / spin down): -9.75 / -10.33 eV
- Multiplicity: 5
- Total charge: +1
- LUMO energy (spin up / spin down): -3.936 / -5.475 eV

2.
2 unconnected molecules or ions with the total composition C10H10N4O, computed with ωB97M-V/def2-TZVPD.

XYZ file:
```
25
Properties=species:S:1:pos:R:3:forces:R:3:mulliken_charge:R:1
C 0.1344 -0.1417 2.7930 -1.400 0.962 1.761 -0.56
C 0.7196 -1.1666 2.2387 0.290 0.362 -0.235 -0.66
N 0.7674 -0.9107 0.8959 1.332 -2.523 -3.834 0.17
N 1.1798 -1.9251 -0.1255 0.607 1.746 2.722 -0.49
O 1.6214 -1.2559 -1.2319 -0.558 -0.048 -0.774 -0.33
C 0.6809 -0.3333 -1.8659 0.300 0.282 0.090 0.69
C 1.5524 0.4919 -2.8155 -1.635 0.676 -0.481 -0.70
C 1.0306 1.6834 -3.1718 0.191 0.318 1.000 -0.23
N -0.1192 2.3107 -2.5154 1.292 -0.270 -0.672 -0.72
C -0.4439 1.8089 -1.3774 -0.133 0.385 0.992 -0.31
C 0.0047 0.5765 -0.8253 1.885 -1.393 -0.090 0.10
C 0.1914 0.2413 0.5052 -0.343 -0.308 -1.988 0.10
C -0.2752 0.8325 1.7477 2.113 3.196 0.933 -0.19
H -0.1593 -0.0670 3.8211 0.221 0.158 0.274 0.41
H 1.1761 -2.0010 2.6818 0.356 -1.042 0.200 0.51
H 0.3806 -2.5108 -0.2507 -0.994 -0.151 -0.789 0.29
H -0.1361 -0.8183 -2.4619 0.795 -0.397 0.450 0.18
H 2.4020 0.0998 -3.3837 -0.245 -0.125 0.659 0.34
H 1.6249 2.3455 -3.8367 -0.939 -0.435 0.295 0.35
H -1.0491 2.3957 -0.6752 -0.291 0.216 -0.577 0.35
H -1.2864 1.0234 1.6408 -2.355 0.259 0.238 0.41
H 0.1670 1.9090 1.8960 -0.531 -1.896 -0.091 0.28
C -2.6983 -2.0445 0.9794 3.762 -3.438 0.545 0.07
N -1.8384 -2.8023 1.1052 -1.038 0.509 -0.179 -0.39
H -3.2737 -1.2498 0.8695 -2.682 2.957 -0.448 0.32
```
Forces are in eV/Å.

Output
- HOMO level (spin up / spin down): -7.44 / -7.44 eV
- SMILES: C1=CN2NO[C@@H]3C=CN=CC3=C2C1.C#N
- LUMO energy (spin up / spin down): 0.266 / 0.266 eV

3.
2 unconnected molecules or ions with the total composition C10H10P2, computed with ωB97M-V/def2-TZVPD.

XYZ file:
```
22
Properties=species:S:1:pos:R:3:forces:R:3:mulliken_charge:R:1
C 2.6772 2.1348 1.5452 2.531 -0.387 -0.851 -0.24
C 2.6910 2.3303 0.1550 1.371 -0.748 -1.988 -0.27
C 1.4818 1.8829 2.1791 -1.222 -1.890 -0.289 -0.54
C 1.5100 2.2654 -0.6133 0.536 0.094 0.854 -0.52
C 0.2934 1.7455 1.4089 1.343 0.164 2.440 -0.24
C 0.3175 1.9705 0.0706 -0.639 0.260 -1.759 0.40
C -2.0256 -3.2806 -1.7683 -0.302 0.694 0.494 -0.32
C -2.1507 -3.9237 -0.4745 0.320 -1.952 1.736 -0.26
C -1.7047 -1.9750 -1.7781 0.207 0.513 1.258 -0.55
C -1.8919 -3.0448 0.4827 -0.166 0.129 0.425 -0.19
P -1.3727 -1.3720 -0.0246 -0.963 -0.721 -0.665 0.15
P -1.2357 1.7457 -0.8393 0.527 0.143 -0.904 -0.02
H 3.7652 1.9886 1.9236 -2.379 0.400 0.216 0.23
H 3.7390 2.2423 -0.4004 -2.393 0.767 1.242 0.21
H 1.3912 1.3332 3.1195 0.534 0.976 0.303 0.27
H 1.4624 2.4079 -1.7036 0.344 -0.161 0.613 0.34
H -0.5834 1.3642 1.9519 0.253 0.373 -0.531 0.35
H -2.2721 -3.8337 -2.6088 -0.374 -0.823 -1.784 0.41
H -2.2785 -5.0494 -0.1783 0.037 2.191 -1.208 0.28
H -1.7161 -1.2528 -2.5864 0.135 -0.454 -0.178 0.38
H -0.1479 -2.0216 -0.0386 1.070 0.314 0.041 0.08
H -1.9494 2.3426 0.1776 -0.769 0.118 0.534 0.05
```
Forces are in eV/Å.

Output
- HOMO level (spin up / spin down): -9.13 / -7.73 eV
- LUMO energy (spin up / spin down): -1.103 / -0.734 eV

4.
A single C10H11Br2N molecule, computed with ωB97M-V/def2-TZVPD.

XYZ file:
```
24
Properties=species:S:1:pos:R:3:forces:R:3:mulliken_charge:R:1
C -1.9552 -1.4295 2.0104 1.502 1.290 -0.680 -0.67
C -1.8900 -0.1483 2.5317 0.001 -0.479 -0.020 -0.53
C -1.1793 -1.8082 0.9527 0.569 1.600 -0.277 -0.69
C -1.0271 0.7811 2.0552 0.284 -3.199 -2.051 -1.00
C -0.2869 -0.8529 0.4038 0.516 -0.602 -0.039 0.50
C -0.2093 0.4110 0.9733 -0.418 0.554 0.466 0.61
C 0.6581 -1.1454 -0.6830 0.708 0.309 -1.018 0.11
C 1.5059 1.4167 -0.4766 0.940 -1.880 0.981 0.16
C 0.2584 -1.3869 -2.1437 -3.200 1.031 3.048 -1.05
C 1.3443 2.0602 -1.7659 2.923 -0.585 -1.676 -1.03
N 0.5102 1.4526 0.4035 -2.688 2.056 1.370 -0.02
Br 2.2176 -2.0991 -0.1353 -0.260 0.058 -0.099 -0.08
Br 3.2237 1.2320 0.4883 -0.114 0.291 -0.908 -0.19
H -2.5509 -2.1286 2.4323 -2.052 -1.967 1.301 0.52
H -2.5544 0.1220 3.2958 -0.883 0.308 1.042 0.42
H -1.3227 -2.7859 0.5600 0.351 -0.619 -0.468 0.48
H -1.1745 1.7603 2.2258 -0.025 3.317 1.245 0.42
H 0.2391 -0.4902 -2.7270 0.443 0.564 -0.483 0.19
H -0.8417 -1.6815 -2.0964 1.180 0.052 -0.227 0.29
H 0.8084 -2.1541 -2.5339 1.429 -1.740 -1.355 0.42
H 1.3854 3.1481 -1.8132 -0.835 0.205 0.308 0.36
H 0.5154 1.5298 -2.2291 -0.296 0.728 -0.294 0.23
H 2.2802 1.8211 -2.3682 -1.110 -0.007 0.438 0.30
H 0.0452 2.3759 0.6397 1.034 -1.284 -0.603 0.24
```
Forces are in eV/Å.

Output
- HOMO level (spin up / spin down): -7.60 / -7.78 eV
- LUMO energy (spin up / spin down): 0.267 / -0.016 eV

5.
A molecular structure, C10H11CeCl6Ti, computed with ωB97M-V/def2-TZVPD.

XYZ file:
```
29
Properties=species:S:1:pos:R:3:forces:R:3:mulliken_spin:R:1
Ce 0.1541 0.4187 -4.2323 -0.283 1.579 0.177 2.61
Cl 0.3357 -1.2219 -2.0332 -0.054 0.226 0.319 -0.15
C 2.0284 1.4835 -3.4525 1.785 1.064 0.870 -0.23
C -1.3689 -1.0721 -4.8749 -1.851 -1.439 -0.137 -0.24
H 2.4085 2.0406 -4.3658 -0.073 -0.250 1.257 0.04
H 1.7230 2.0826 -2.5277 0.804 -0.500 -1.220 0.00
H 2.6289 0.5744 -3.2072 0.092 0.836 0.035 0.06
H -1.4949 -0.8515 -5.9265 -0.426 -0.161 -0.437 0.06
H -2.2493 -1.0454 -4.2222 -0.119 -0.286 -0.412 0.00
H -0.7371 -1.9254 -4.6809 -0.002 -0.812 -0.115 0.04
Ti -1.0189 0.6245 0.4079 -0.485 -2.736 -0.872 0.80
C -2.6236 -0.6763 1.0031 0.078 0.223 0.152 -0.03
C -2.0651 2.0784 -0.0683 -0.979 0.762 -2.168 -0.06
H -3.4725 -0.2168 0.4859 -0.163 -0.288 0.220 -0.02
H -2.4775 -1.7055 0.6900 -0.026 -0.364 -0.088 0.00
H -2.7486 -0.6415 2.0941 -0.204 -0.048 -0.173 0.03
H -2.7978 1.6666 -0.8815 0.848 0.575 1.231 0.00
H -1.7389 3.0796 -0.3063 -0.279 0.819 0.008 0.01
Cl 0.4955 -3.0423 1.5882 -0.123 -0.840 -0.404 0.00
C 0.9360 -1.5956 2.3660 0.157 1.883 0.645 0.04
C 0.3933 -0.3780 1.8518 1.562 -0.539 1.597 0.03
C 0.7945 0.7260 2.5971 -0.147 0.535 0.143 -0.02
Cl -0.0607 2.2162 2.0141 1.101 0.096 0.991 0.01
C 1.6315 0.8029 3.7189 -0.154 -1.929 -0.248 -0.01
Cl 2.0293 2.2954 4.4758 0.015 0.027 0.077 0.00
C 2.1161 -0.4533 4.2177 -1.070 0.667 -1.699 0.03
Cl 3.0974 -0.4766 5.6181 0.267 -0.117 0.314 0.00
C 1.7626 -1.6489 3.5190 -0.539 1.693 -0.314 0.00
Cl 2.3188 -3.1383 4.1319 0.267 -0.672 0.251 0.00
```
Forces are in eV/Å.

Output
- HOMO level (spin up / spin down): 0.86 / -0.71 eV
- Multiplicity: 4
- Total charge: -2
- LUMO energy (spin up / spin down): 4.026 / 4.025 eV

6.
A molecular structure, C10H11ClF5LaPd, computed with ωB97M-V/def2-TZVPD.

XYZ file:
```
29
Properties=species:S:1:pos:R:3:forces:R:3:mulliken_spin:R:1
La 0.3850 -0.5299 -2.0469 -0.594 0.139 1.457 0.07
Cl 1.8764 -2.5905 -2.4558 0.454 -0.596 -0.089 0.02
C 1.6580 1.3348 -2.9294 1.381 1.486 -0.830 0.45
C -1.1413 -0.8144 -3.9339 -1.364 -0.595 -1.904 0.47
H 1.4208 1.7116 -3.9337 -0.223 -0.329 0.208 0.00
H 1.5974 2.1670 -2.2134 -0.272 -0.332 0.106 0.01
H 2.6886 0.9358 -2.9316 -0.361 -0.172 0.077 0.00
H -1.0076 -0.1781 -4.8233 0.292 0.048 0.470 0.00
H -2.1883 -0.7193 -3.6037 0.396 0.125 0.351 0.01
H -0.9644 -1.8668 -4.2370 0.232 0.364 0.389 0.00
Pd -1.3094 0.2801 0.3149 0.469 0.169 0.586 1.11
C -2.8887 -0.7712 1.0134 -1.139 -1.312 0.327 0.41
C -1.5934 1.5373 -1.1737 -0.073 1.619 -0.205 1.04
H -3.7837 -0.2485 0.6288 0.343 -0.255 0.237 0.04
H -2.8160 -1.8088 0.6358 -0.203 0.500 0.268 0.00
H -2.8263 -0.7454 2.1168 -0.085 0.035 -0.498 0.01
H -2.6535 1.5919 -1.4989 0.695 0.005 -0.050 0.06
H -1.0789 2.5262 -1.0255 -0.425 -0.864 -0.635 0.05
F 0.1886 -2.3749 1.4812 0.052 0.692 0.437 0.00
C 0.6201 -1.2394 2.1102 0.455 -0.093 0.664 -0.10
C 0.2859 0.0141 1.6147 0.862 -0.073 -0.531 0.36
C 0.9265 1.1050 2.1859 0.258 -0.144 0.601 -0.06
F 0.7683 2.3581 1.6706 -0.020 -0.670 0.300 0.00
C 1.7557 0.9785 3.3112 -0.115 0.561 -0.257 0.00
F 2.3181 2.0830 3.8549 -0.217 -0.692 -0.186 0.00
C 1.9878 -0.2770 3.8673 -0.206 -0.458 -0.053 0.02
F 2.7426 -0.4175 4.9760 -0.411 0.135 -0.689 0.00
C 1.4154 -1.4074 3.2594 -0.297 0.266 -0.462 0.01
F 1.6161 -2.6340 3.7657 0.115 0.439 -0.088 0.00
```
Forces are in eV/Å.

Output
- HOMO level (spin up / spin down): -7.52 / -9.06 eV
- Multiplicity: 5
- LUMO energy (spin up / spin down): -0.095 / -4.131 eV

7.
A single C10H11F4P molecule, computed with ωB97M-V/def2-TZVPD.

XYZ file:
```
26
Properties=species:S:1:pos:R:3:forces:R:3:mulliken_charge:R:1
C -4.1858 -0.5688 0.2159 1.747 1.819 -0.339 -1.30
C -3.1498 0.1795 -0.7294 -0.857 -3.263 -1.276 -0.49
C -1.6954 0.0157 -0.3708 0.438 1.249 -0.343 0.46
C -1.0633 -1.1676 -0.0790 -1.791 -0.019 0.427 -0.25
C 0.2952 -1.2582 0.1002 -0.278 -0.317 -0.652 -0.70
C 1.0866 -0.1063 0.0354 -1.327 0.090 -0.233 0.74
C 2.4898 -0.1336 0.3269 0.132 2.712 -0.379 -0.11
P 3.1325 1.4013 0.8478 3.638 0.249 1.417 0.42
F 3.7577 3.1343 0.7345 -1.387 -2.673 -0.358 -0.44
C 3.3647 -1.0025 -0.4374 0.483 -2.992 0.012 0.86
F 3.1677 -1.1894 -1.7452 -0.330 1.008 -0.557 -0.29
F 3.2360 -2.2911 0.0353 -0.278 0.170 0.532 -0.29
F 4.6312 -0.6999 -0.2543 1.338 0.470 -0.242 -0.28
C 0.4655 1.1515 -0.2239 0.068 -2.463 1.780 -0.86
C -0.8969 1.1634 -0.3704 -0.063 -0.110 -1.158 -0.84
H -5.0471 0.0500 0.1975 -1.067 0.359 0.115 0.38
H -3.7347 -0.4632 1.1821 -0.104 -0.230 0.915 0.41
H -4.4863 -1.5777 0.0618 0.246 -0.811 -0.597 0.33
H -3.3458 1.2111 -0.6807 -0.537 1.275 -0.100 0.37
H -3.3757 -0.1972 -1.8081 0.672 0.841 1.594 0.28
H -1.7980 -1.9545 0.1001 0.839 -0.635 -0.271 0.32
H 0.6221 -2.2817 0.1771 0.891 0.113 0.463 0.40
H 4.3606 0.9469 1.4278 -0.529 0.529 -0.696 0.08
H 2.4139 1.5853 1.9670 -1.092 0.677 0.740 0.08
H 1.0607 2.0007 0.0611 -0.106 0.809 -1.029 0.40
H -1.3054 2.0519 -0.7711 -0.748 1.142 0.234 0.31
```
Forces are in eV/Å.

Output
- HOMO level (spin up / spin down): -8.71 / -8.71 eV
- SMILES: CCc1ccc(C(=[PH2]F)C(F)(F)F)cc1
- LUMO energy (spin up / spin down): -1.172 / -1.172 eV

8.
A gas-phase ion, C10H11F6NO6PS2 (charge +1), computed with ωB97M-V/def2-TZVPD.

XYZ file:
```
37
Properties=species:S:1:pos:R:3:forces:R:3:mulliken_charge:R:1
C -0.1557 -1.9643 -3.7154 -0.427 0.222 -0.357 -0.93
P -0.4083 -2.9522 -2.0687 -2.161 -2.108 -3.149 0.18
O -2.1361 -3.0581 -1.8894 1.897 0.577 -1.574 -0.45
N 0.3820 -2.0433 -0.7613 3.514 1.455 0.465 0.53
C 1.7685 -2.0081 -0.8733 -1.031 0.381 3.152 -0.05
S 2.6411 -1.6086 0.7799 -2.976 -0.210 -2.545 0.03
C 0.9492 -1.6840 1.6422 -1.185 -1.985 -0.562 -0.39
C -0.1289 -1.3121 0.4581 1.983 2.005 0.880 -0.24
C -0.1852 0.2876 -0.0685 -0.640 0.286 -6.992 -0.26
O -0.2806 0.4203 -1.4211 0.809 -0.421 9.566 -0.51
C -0.1827 1.5909 0.9255 -2.645 0.373 2.129 0.90
F -1.5672 2.1880 0.8255 4.807 -1.849 0.095 -0.26
F -0.0374 1.2345 2.3868 -0.368 0.746 -4.885 -0.28
C 0.9797 2.7033 0.6197 2.504 0.501 0.483 0.45
F 1.6650 2.5637 -0.6846 -2.368 0.203 4.028 -0.29
F 2.0437 2.4907 1.6709 -3.198 0.569 -3.424 -0.28
C 0.4978 4.2689 0.7885 -2.385 2.175 0.463 0.93
F -0.4939 4.6982 -0.2647 3.457 -2.011 3.485 -0.24
F -0.2191 4.4668 2.1022 2.488 -1.014 -4.136 -0.26
C 1.7383 5.3642 0.6823 1.698 6.704 -4.307 0.10
O 1.6353 6.3927 -0.2042 0.208 -7.530 5.862 -0.44
O 2.9662 5.3378 1.4953 -2.557 -1.110 -3.003 -0.42
S -1.8851 -1.5471 1.0533 -7.836 4.049 2.164 1.31
C -2.2887 -3.3747 1.3123 0.081 -1.711 0.789 -0.91
O -2.8837 -0.8436 0.0533 4.629 -3.219 2.464 -0.57
O -2.1740 -0.8547 2.4423 2.869 -2.907 -4.505 -0.56
H -0.9756 -1.1425 -3.8747 1.841 -1.280 0.451 0.31
H 0.9490 -1.5739 -3.7611 -2.244 -0.538 0.028 0.30
H -0.3005 -2.7559 -4.5772 0.391 1.356 1.853 0.37
H -2.5586 -3.1665 -2.8136 0.951 0.510 1.965 0.34
H 2.4666 -2.2647 -1.7786 -1.945 0.255 1.646 0.35
H 0.8431 -1.1956 2.6996 0.263 -0.469 -2.406 0.43
H 0.7722 -2.8595 1.7497 0.385 2.464 0.109 0.40
H 3.7199 5.5028 0.8328 -1.700 0.096 1.226 0.39
H -3.1856 -3.6908 0.6300 1.930 0.964 1.055 0.34
H -1.3597 -4.0872 1.1544 -1.806 1.602 0.007 0.28
H -2.6110 -3.5230 2.4515 0.767 0.868 -2.520 0.41
```
Forces are in eV/Å.

Output
- HOMO level: -12.95 eV
- Total charge: +1
- LUMO energy: -5.963 eV

In the order shown, the computed energy values come out to -2191.50472 -681.10430 -1069.51648 -5590.30110 -4473.10016 -1506.32176 -1128.38352 -2630.07561 a.u..